Record 1
Density functional theory data (wB97M-V/def2-TZVPD) for a 2-piece molecular cluster, C3H3F3O2 overall in a non-equilibrium geometry.

CARTESIAN COORDINATES (ANGSTROEM)
C1 1.603 -0.450 0.020
C2 2.882 -0.581 0.180
C3 -0.381 0.680 0.325
O1 0.958 0.738 -0.096
O2 3.103 -2.925 0.431
F1 4.060 -0.230 0.236
F2 -0.547 0.225 1.614
F3 2.049 -3.325 -0.437
H1 0.814 -1.206 -0.209
H2 -0.889 -0.163 -0.220
H3 -0.752 1.725 0.326

Properties
* net charge: 0
* energy above the lowest of the compared OMol25 structures with the same formula, charge and spin: 190.8 kcal/mol
* 2S+1: 1
* gap between HOMO and LUMO (spin up / spin down): 9.47 / 8.16 eV
* E_LUMO (spin up / spin down): -0.0319 / -0.0562 Ha

=====

Record 2
Density functional theory data (wB97M-V/def2-TZVPD) for C27H33CaIN4O3Se2 as an isolated structure in a non-equilibrium geometry.

CARTESIAN COORDINATES (ANGSTROEM)
Ca1 1.078 -1.957 1.243
Se1 3.309 -1.921 2.987
Se2 0.907 0.980 2.594
C1 0.144 -0.222 3.889
C2 -0.017 0.095 5.226
C3 -0.561 -0.868 6.064
C4 -0.936 -2.092 5.533
C5 -0.742 -2.317 4.180
N1 -0.197 -1.405 3.376
C6 3.993 -1.611 1.247
C7 5.295 -1.144 1.010
C8 5.708 -0.917 -0.283
C9 4.833 -1.153 -1.343
C10 3.574 -1.614 -1.039
N2 3.163 -1.849 0.213
H1 0.285 1.064 5.596
H2 -0.690 -0.662 7.118
H3 -1.371 -2.864 6.152
H4 -1.032 -3.247 3.706
H5 5.949 -0.969 1.852
H6 6.712 -0.557 -0.475
H7 5.122 -0.978 -2.369
H8 2.843 -1.801 -1.817
C11 -5.871 0.151 -2.390
C12 -4.702 -0.531 -1.730
C13 -4.519 -0.455 -0.358
C14 -3.448 -1.074 0.279
C15 -3.380 -0.981 1.783
C16 -2.506 -1.766 -0.494
C17 -2.681 -1.871 -1.882
C18 -1.758 -2.684 -2.756
C19 -3.781 -1.260 -2.470
C20 -1.272 -2.339 0.156
O1 -1.318 -3.003 1.206
O2 -0.156 -2.037 -0.402
H9 -5.950 1.188 -2.063
H10 -6.810 -0.345 -2.137
H11 -5.770 0.142 -3.475
H12 -5.231 0.102 0.243
H13 -3.790 -0.029 2.125
H14 -2.372 -1.101 2.169
H15 -3.984 -1.777 2.225
H16 -0.713 -2.477 -2.545
H17 -1.956 -2.480 -3.808
H18 -1.926 -3.750 -2.587
H19 -3.915 -1.354 -3.543
C21 3.575 2.545 -0.022
N3 2.617 2.548 -1.108
C22 2.563 3.749 -1.916
C23 1.939 3.454 -3.264
C24 0.608 2.766 -3.045
N4 0.755 1.614 -2.177
C25 -0.353 0.678 -2.183
C26 1.661 1.565 -1.154
O3 1.641 0.669 -0.312
H20 3.363 3.345 0.695
H21 4.581 2.692 -0.421
H22 3.532 1.590 0.494
H23 3.584 4.117 -2.035
H24 1.995 4.536 -1.401
H25 2.601 2.812 -3.849
H26 1.788 4.383 -3.815
H27 0.194 2.415 -3.993
H28 -0.117 3.473 -2.618
H29 -1.299 1.197 -1.991
H30 -0.211 -0.074 -1.412
H31 -0.420 0.189 -3.158
I1 -0.620 3.354 0.757
C27 -0.817 1.553 1.868
H32 -1.511 1.753 2.676
H33 -1.208 0.814 1.177

Properties
* net charge: 0
* energy above the lowest of the compared OMol25 structures with the same formula, charge and spin: 0.0 kcal/mol
* 2S+1: 1
* gap between HOMO and LUMO: 7.08 eV
* E_LUMO: 0.0027 Ha

=====

Record 3
Density functional theory data (wB97M-V/def2-TZVPD) for the molecule C3H8N2O2 in a non-equilibrium geometry.

CARTESIAN COORDINATES (ANGSTROEM)
N1 -0.026 0.690 -2.773
O1 0.310 -0.114 -1.636
C1 -0.380 0.210 -0.485
C2 -0.520 -0.691 0.508
N2 0.029 -1.937 0.458
C3 -0.067 0.317 1.755
O2 0.702 1.480 1.566
H1 -1.032 0.587 -2.916
H2 0.139 1.656 -2.486
H3 -0.834 1.194 -0.453
H4 0.997 -2.160 0.646
H5 -0.339 -2.711 -0.070
H6 -0.988 0.624 2.252
H7 0.450 -0.372 2.430
H8 1.559 1.227 1.204

Properties
* net charge: 0
* energy above the lowest of the compared OMol25 structures with the same formula, charge and spin: 130.5 kcal/mol
* 2S+1: 1
* gap between HOMO and LUMO: 8.67 eV
* E_LUMO: 0.0293 Ha

=====

Record 4
Density functional theory data (wB97M-V/def2-TZVPD) for the molecule C5H4O2 in a non-equilibrium geometry.

CARTESIAN COORDINATES (ANGSTROEM)
O1 -0.766 -2.333 1.209
C1 -0.563 -1.351 0.582
C2 -0.302 -1.041 -0.805
C3 0.129 0.212 -1.132
C4 0.386 1.240 -0.185
C5 0.141 0.999 1.129
O2 -0.575 -0.038 1.513
H1 -0.354 -1.828 -1.563
H2 0.395 0.418 -2.165
H3 0.860 2.157 -0.499
H4 0.649 1.567 1.918

Properties
* net charge: 0
* energy above the lowest of the compared OMol25 structures with the same formula, charge and spin: 15.0 kcal/mol
* 2S+1: 1
* gap between HOMO and LUMO: 8.81 eV
* E_LUMO: -0.0045 Ha

=====

Record 5
Density functional theory data (wB97M-V/def2-TZVPD) for an isolated ion of composition C12H5NO12S4 and charge -4 in a non-equilibrium geometry.

CARTESIAN COORDINATES (ANGSTROEM)
O1 -4.947 1.475 -2.983
S1 -3.532 1.843 -2.825
O2 -2.786 1.582 -4.058
O3 -3.422 3.285 -2.482
C1 -2.690 1.002 -1.440
C2 -3.381 0.280 -0.442
C3 -2.719 -0.433 0.594
S2 -3.756 -1.316 1.766
O4 -2.961 -2.310 2.519
O5 -4.958 -1.865 1.119
O6 -4.224 -0.327 2.758
C4 -1.312 -0.397 0.610
N1 -0.284 -1.033 1.340
C5 0.990 -0.726 0.851
C6 2.289 -1.049 1.263
S3 2.627 -2.327 2.475
O7 3.334 -3.532 1.869
O8 1.407 -2.769 3.173
O9 3.576 -1.725 3.432
C7 3.399 -0.414 0.608
C8 3.176 0.561 -0.425
S4 4.519 1.484 -1.271
O10 5.829 0.849 -1.047
O11 4.574 2.850 -0.701
O12 4.206 1.603 -2.721
C9 1.859 0.800 -0.846
C10 0.814 0.168 -0.156
C11 -0.630 0.318 -0.374
C12 -1.313 1.074 -1.370
H1 -4.482 0.238 -0.468
H2 -0.463 -1.715 2.104
H3 4.389 -0.664 0.913
H4 1.678 1.527 -1.656
H5 -0.803 1.665 -2.128

Properties
* net charge: -4
* 2S+1: 1
* gap between HOMO and LUMO: 6.93 eV
* E_LUMO: 0.3125 Ha

=====

Record 6
Density functional theory data (wB97M-V/def2-TZVPD) for C9H17Cl2N3O4S2 as an isolated structure in a non-equilibrium geometry.

CARTESIAN COORDINATES (ANGSTROEM)
C1 -1.020 -1.263 -1.420
C2 -1.162 -2.729 -1.034
C3 -2.107 -3.574 -1.915
Cl1 -2.823 -2.734 -3.302
S1 -3.338 -4.378 -0.855
O1 -4.294 -5.001 -1.718
O2 -2.498 -5.251 -0.076
N1 -3.929 -3.319 0.197
S2 -4.760 -2.038 -0.227
O3 -3.988 -1.075 -0.959
O4 -5.453 -1.560 0.928
Cl2 -6.236 -2.618 -1.521
H1 -1.878 -0.699 -1.065
H2 -0.838 -1.105 -2.479
H3 -0.144 -0.872 -0.885
H4 -0.195 -3.225 -0.973
H5 -1.583 -2.755 -0.030
H6 -1.574 -4.421 -2.334
C4 4.047 2.723 3.298
C5 3.940 1.682 2.197
N2 3.096 2.138 1.081
C6 3.453 2.153 -0.247
C7 2.376 2.590 -0.943
N3 1.381 2.835 -0.029
C8 1.838 2.554 1.185
C9 0.025 3.308 -0.325
H7 3.076 2.938 3.745
H8 4.699 2.354 4.086
H9 4.459 3.657 2.915
H10 3.519 0.752 2.576
H11 4.920 1.458 1.784
H12 4.434 1.841 -0.555
H13 2.209 2.745 -1.994
H14 1.273 2.636 2.097
H15 -0.145 4.278 0.135
H16 -0.684 2.581 0.063
H17 -0.097 3.392 -1.400

Properties
* net charge: 0
* 2S+1: 1
* gap between HOMO and LUMO: 6.72 eV
* E_LUMO: -0.0505 Ha